Here is C4H9O2P in the gas phase at a distorted geometry from the OMol25 dataset. Energies are from ωB97M-V/def2-TZVPD.

CARTESIAN COORDINATES (ANGSTROEM)
C: 0.9643 1.8638 -1.4954
C: -0.4400 -0.4903 1.6622
C: 0.3657 -1.5451 -1.0196
C: -0.0562 1.4179 -0.4576
O: 0.8470 2.2337 -2.6475
O: 2.0576 0.0089 0.7178
P: 0.6639 -0.1580 0.2832
H: 2.0789 1.8674 -1.0514
H: -0.8842 0.5744 1.9011
H: -1.2068 -1.2022 1.5848
H: 0.3594 -0.8902 2.2835
H: 1.0196 -1.4028 -1.8410
H: 0.6867 -2.4557 -0.4025
H: -0.7477 -1.8341 -1.0794
H: -0.9972 1.0889 -0.9505
H: -0.4686 2.2362 0.1673

Calculated values
**Energy**: -17677.1395 eV
**2S+1**: 1
**Lowest unoccupied orbital energy**: 0.61 eV
**SMILES**: CP(C)(=O)CC=O
**Kohn-Sham gap**: 10.331 eV
**Relative energy (zero: lowest compared OMol25 entry of this formula, charge and spin)**: 43.3 kcal per mole
**Maximum force**: 4.4 eV/A
**Total charge**: 0